{
  "formula": "C36H75Cl30FGaO",
  "method": "ωB97M-V/def2-TZVPD",
  "homo_lumo_gap_ev": 6.080,
  "energy_ha": -17322.4554,
  "charge": -1,
  "elements": ["C", "C", "C", "C", "C", "C", "O", "Ga", "F", "H", "H", "H", "H", "H", "H", "H", "H", "H", "H", "H", "H", "H", "H", "H", "Cl", "C", "C", "Cl", "H", "H", "H", "H", "Cl", "C", "C", "Cl", "H", "H", "H", "H", "Cl", "C", "C", "Cl", "H", "H", "H", "H", "Cl", "C", "C", "Cl", "H", "H", "H", "H", "Cl", "C", "C", "Cl", "H", "H", "H", "H", "Cl", "C", "C", "Cl", "H", "H", "H", "H", "Cl", "C", "C", "Cl", "H", "H", "H", "H", "Cl", "C", "C", "Cl", "H", "H", "H", "H", "Cl", "C", "C", "Cl", "H", "H", "H", "H", "Cl", "C", "C", "Cl", "H", "H", "H", "H", "Cl", "C", "C", "Cl", "H", "H", "H", "H", "Cl", "C", "C", "Cl", "H", "H", "H", "H", "Cl", "C", "C", "Cl", "H", "H", "H", "H", "Cl", "C", "C", "Cl", "H", "H", "H", "H", "Cl", "C", "C", "Cl", "H", "H", "H", "H"],
  "positions_angstrom": [[-1.4270, -4.4901, 2.5291], [-1.3964, -3.6324, 1.1933], [-1.4349, -4.6079, -0.0487], [-0.2437, -2.5495, 1.1757], [0.9791, -2.8785, 0.2282], [-0.7386, -1.0929, 0.8214], [-1.8042, -0.6819, 1.6886], [-3.2661, -0.1382, 0.6064], [-3.9888, -1.6179, -0.3408], [-1.5233, -3.7958, 3.4034], [-2.2939, -5.2102, 2.5605], [-0.4612, -5.0844, 2.5422], [-2.3764, -3.0645, 1.1736], [-0.4609, -5.1069, -0.2886], [-2.1512, -5.4443, 0.2263], [-1.9074, -4.0881, -0.9236], [0.1802, -2.4899, 2.2269], [1.9186, -2.3163, 0.5018], [1.2358, -3.9696, 0.3290], [0.6769, -2.6002, -0.8177], [0.1268, -0.3810, 1.0182], [-0.9941, -0.9602, -0.2693], [-4.4285, 0.4588, 1.5646], [-2.8430, 0.9707, -0.4480], [-6.6340, -5.0378, -2.3723], [-6.2146, -3.3048, -2.2779], [-7.4371, -2.4331, -2.1007], [-8.4720, -2.4098, -3.5568], [-5.6611, -3.0415, -3.1785], [-5.5491, -3.1838, -1.4207], [-7.1294, -1.4039, -1.9150], [-8.0460, -2.7642, -1.2601], [-0.4394, -3.1907, -3.9551], [0.7891, -1.9928, -4.4218], [1.5346, -2.4008, -5.6731], [2.5862, -3.8155, -5.4027], [1.4668, -1.8551, -3.5791], [0.2659, -1.0539, -4.5961], [2.1810, -1.5851, -6.0001], [0.8499, -2.6404, -6.4863], [-9.3004, -2.4055, 0.9231], [-8.4439, -3.3101, 2.1978], [-7.5139, -2.4215, 2.9876], [-6.1328, -1.8761, 2.0071], [-7.9065, -4.1328, 1.7260], [-9.2053, -3.7338, 2.8538], [-7.1064, -2.9741, 3.8362], [-8.0289, -1.5399, 3.3708], [0.0335, 1.5132, -4.6832], [-0.7499, 2.7580, -3.6720], [-0.2491, 2.7759, -2.2409], [-0.7514, 1.3447, -1.2994], [-1.8263, 2.5936, -3.7159], [-0.5301, 3.7168, -4.1448], [-0.6619, 3.6428, -1.7240], [0.8364, 2.8400, -2.2006], [-10.9088, -5.8972, 1.7387], [-12.5420, -5.3041, 1.3531], [-13.2109, -4.6583, 2.5459], [-13.6157, -5.8447, 3.8143], [-13.1249, -6.1423, 0.9716], [-12.4315, -4.5729, 0.5512], [-14.1479, -4.1932, 2.2377], [-12.5799, -3.8900, 2.9917], [-17.1176, -8.2323, 2.2220], [-16.6110, -7.9754, 3.9109], [-16.1856, -9.2625, 4.5817], [-17.5573, -10.3693, 4.8477], [-17.4355, -7.5007, 4.4422], [-15.7732, -7.2779, 3.8869], [-15.7606, -9.0444, 5.5622], [-15.4348, -9.7904, 3.9944], [-7.8396, -7.3513, 1.3614], [-8.3906, -9.0185, 1.0770], [-9.1565, -9.5749, 2.2572], [-8.1085, -9.8450, 3.6741], [-7.5179, -9.6273, 0.8417], [-9.0352, -8.9930, 0.1974], [-9.5881, -10.5418, 1.9951], [-9.9661, -8.9098, 2.5578], [3.5597, 2.5296, -0.3987], [4.0029, 4.2514, -0.2946], [2.7957, 5.1328, -0.0513], [1.7053, 5.1880, -1.4585], [4.5243, 4.5208, -1.2131], [4.7044, 4.3481, 0.5351], [3.1156, 6.1586, 0.1400], [2.2194, 4.7900, 0.8080], [5.4838, 4.3655, -4.2315], [6.4422, 5.7715, -3.7039], [7.5708, 5.3772, -2.7794], [6.9768, 4.8070, -1.1990], [5.7666, 6.4812, -3.2313], [6.8477, 6.2348, -4.6037], [8.2084, 6.2396, -2.5854], [8.1872, 4.5890, -3.2113], [4.5256, 8.1209, -5.5904], [3.0234, 8.5784, -4.7484], [3.2952, 9.2710, -3.4316], [3.9887, 8.1647, -2.2183], [2.4246, 7.6780, -4.6118], [2.4809, 9.2515, -5.4134], [2.3621, 9.6513, -3.0140], [3.9794, 10.1101, -3.5533], [10.1380, 5.7987, -0.7396], [10.1898, 4.9677, 0.8335], [10.7322, 5.8563, 1.9308], [12.4676, 6.2044, 1.7202], [10.7865, 4.0634, 0.7179], [9.1660, 4.6727, 1.0686], [10.6244, 5.3595, 2.8955], [10.2010, 6.8065, 1.9758], [15.8155, 4.3068, -1.8596], [15.8522, 5.3971, -0.4514], [17.1974, 5.3904, 0.2404], [17.5271, 3.8400, 1.0542], [15.0515, 5.1010, 0.2260], [15.6321, 6.3992, -0.8212], [17.2209, 6.1626, 1.0101], [18.0094, 5.5831, -0.4602], [-5.1532, -5.4376, 4.0189], [-5.0341, -6.5030, 5.4381], [-6.3922, -6.9688, 5.9157], [-7.3507, -5.6400, 6.6184], [-4.4957, -5.9666, 6.2193], [-4.4330, -7.3628, 5.1392], [-6.2716, -7.7195, 6.6981], [-6.9713, -7.4109, 5.1050], [15.1760, -0.9384, 2.1053], [16.4431, 0.1991, 1.5813], [17.1980, -0.3040, 0.3711], [18.2091, -1.7216, 0.7502], [17.1102, 0.3737, 2.4252], [15.9448, 1.1389, 1.3405], [17.8688, 0.4744, 0.0052], [16.5209, -0.5783, -0.4372], [4.6468, 12.4397, -4.7912], [3.8513, 13.7043, -3.8197], [4.3558, 13.7322, -2.3926], [3.8542, 12.2920, -1.4716], [2.7756, 13.5350, -3.8611], [4.0650, 14.6570, -4.3056], [3.9447, 14.5983, -1.8726], [5.4429, 13.7960, -2.3531]],
  "atomic_forces_ev_per_a": [[0.5, 0.3, -0.7], [-0.9, -0.2, -0.1], [-0.9, -0.2, 0.6], [0.7, 0.3, 0.1], [-0.3, -0.2, 0.4], [0.2, 0.3, 1.3], [0.2, -0.4, -1.6], [-0.9, 0.4, 0.5], [0.3, 0.3, 0.4], [0.3, -0.7, -0.6], [0.8, 0.7, -0.2], [-1.0, 0.6, 0.4], [1.1, -0.5, 0.0], [-0.8, 0.7, 0.0], [0.7, 0.9, -0.4], [0.8, -0.5, 0.6], [-0.6, 0.0, -1.0], [-1.1, -0.3, -0.2], [-0.2, 1.0, -0.4], [0.5, -0.6, 0.8], [-0.6, -0.8, -0.4], [0.2, -0.6, 0.8], [0.2, -0.3, 0.0], [-0.5, -0.5, 0.2], [-0.1, -0.2, -0.1], [0.2, 0.4, 0.2], [0.3, 0.0, 0.3], [-0.1, 0.0, -0.1], [-0.1, -0.1, 0.0], [-0.1, 0.1, 0.0], [0.1, -0.1, 0.0], [0.1, 0.0, -0.2], [0.0, -0.1, 0.0], [0.1, 0.1, -0.1], [-0.1, 0.3, 0.0], [0.0, -0.1, 0.0], [-0.1, -0.1, -0.1], [0.0, -0.1, 0.0], [0.0, 0.0, 0.1], [0.0, -0.1, 0.1], [-0.2, 0.0, 0.0], [0.1, -0.2, 0.4], [0.2, 0.0, 0.0], [-0.2, -0.1, 0.0], [0.0, 0.1, -0.1], [0.0, 0.1, 0.0], [-0.1, -0.1, -0.1], [0.0, -0.1, -0.1], [0.0, 0.0, 0.0], [-0.2, 0.3, 0.3], [0.2, -0.4, -0.1], [0.8, 0.6, -0.8], [0.1, -0.1, 0.0], [0.0, -0.1, 0.0], [0.0, 0.0, -0.1], [-0.1, -0.1, -0.1], [-0.1, -0.1, 0.0], [-0.1, 0.1, -0.1], [0.0, 0.2, -0.3], [0.1, 0.0, 0.1], [0.0, 0.0, 0.1], [0.0, 0.0, 0.1], [0.0, -0.1, 0.0], [0.0, -0.2, 0.0], [0.0, 0.0, 0.0], [0.1, 0.1, 0.2], [0.1, 0.1, 0.0], [0.0, -0.1, 0.0], [0.0, -0.1, -0.1], [-0.1, -0.1, 0.0], [-0.1, 0.1, -0.1], [-0.1, 0.0, 0.0], [0.1, 0.0, 0.1], [-0.1, 0.0, -0.1], [-0.2, 0.0, -0.2], [0.0, 0.0, 0.1], [0.0, 0.1, 0.1], [0.0, 0.0, 0.1], [0.1, 0.0, 0.0], [0.1, 0.0, 0.0], [0.0, 0.0, 0.0], [-0.2, 0.1, -0.1], [0.2, 0.1, 0.3], [0.1, 0.2, 0.0], [-0.3, -0.1, 0.1], [-0.1, 0.0, 0.0], [0.1, -0.1, -0.1], [0.0, -0.1, -0.1], [-0.1, 0.0, 0.1], [0.1, 0.1, 0.0], [0.1, 0.1, -0.3], [0.2, 0.0, -0.1], [0.0, -0.1, 0.0], [0.0, -0.1, 0.1], [-0.1, 0.0, 0.0], [-0.1, 0.0, 0.1], [0.0, 0.0, 0.0], [-0.2, 0.0, 0.1], [-0.1, 0.2, -0.2], [0.1, 0.0, 0.1], [0.1, 0.0, 0.0], [0.1, 0.0, 0.1], [0.0, -0.1, 0.0], [0.0, -0.2, 0.0], [0.4, 0.1, 0.1], [-0.1, -0.1, 0.2], [-0.2, -0.1, 0.1], [0.1, 0.1, 0.0], [0.0, 0.1, 0.0], [0.0, 0.1, 0.0], [0.0, 0.0, -0.1], [0.1, 0.0, -0.1], [0.0, -0.1, 0.0], [0.0, 0.1, 0.1], [0.0, 0.2, -0.1], [0.0, -0.1, 0.0], [0.1, -0.1, -0.1], [0.1, 0.0, 0.0], [-0.1, -0.1, 0.0], [-0.1, -0.1, 0.0], [0.0, 0.1, 0.0], [0.0, -0.1, 0.0], [0.1, -0.2, -0.1], [0.0, 0.0, 0.0], [-0.1, 0.0, -0.1], [-0.1, 0.0, 0.0], [0.0, 0.1, 0.0], [0.0, 0.1, 0.0], [0.0, 0.0, 0.0], [0.1, 0.2, -0.1], [-0.1, 0.2, -0.1], [0.0, 0.0, 0.0], [0.0, -0.1, -0.1], [0.0, -0.1, -0.1], [0.0, 0.0, 0.1], [0.0, -0.1, 0.1], [0.0, 0.0, 0.0], [-0.1, 0.2, 0.1], [0.0, 0.2, -0.1], [0.0, 0.0, 0.0], [0.1, -0.1, 0.0], [0.1, -0.1, 0.1], [0.0, -0.1, -0.1], [-0.1, -0.1, -0.1]],
  "lowdin_charge": [-0.0956, -0.3632, -0.0907, -0.3088, -0.0911, -0.3691, -0.3449, 0.2753, -0.4453, 0.0756, 0.0473, 0.0786, 0.1167, 0.0612, 0.0723, 0.0721, 0.1330, 0.0742, 0.0658, 0.0662, 0.1055, 0.0435, -0.0992, -0.1290, 0.5042, -0.6506, -0.6728, 0.5015, 0.0701, 0.0531, 0.0797, -0.0125, 0.5499, -0.6812, -0.6674, 0.5199, 0.0706, -0.0053, 0.0688, 0.0656, 0.5651, -0.6714, -0.6654, 0.5765, 0.0529, 0.0406, 0.0463, 0.0663, 0.5642, -0.6383, -0.6914, 0.6139, 0.0721, 0.0641, 0.0476, -0.0009, 0.5639, -0.6454, -0.6399, 0.5691, 0.0684, 0.0758, 0.0745, 0.0704, 0.5292, -0.6770, -0.6663, 0.5273, 0.0700, -0.0108, 0.0726, 0.0691, 0.5364, -0.6572, -0.6600, 0.5411, 0.0692, 0.0741, 0.0703, 0.0510, 0.5677, -0.7182, -0.6348, 0.5898, -0.0207, 0.0542, 0.0546, 0.0739, 0.5574, -0.6866, -0.6585, 0.6005, -0.0114, 0.0608, 0.0318, 0.0720, 0.5628, -0.6395, -0.6755, 0.5775, 0.0721, 0.0723, 0.0728, -0.0113, 0.5718, -0.6474, -0.6583, 0.5311, 0.0733, 0.0601, 0.0739, 0.0700, 0.5376, -0.6692, -0.6596, 0.5431, 0.0448, 0.0743, 0.0725, 0.0684, 0.5690, -0.6585, -0.6692, 0.5267, 0.0678, 0.0728, 0.0699, 0.0310, 0.5376, -0.6846, -0.6682, 0.5308, 0.0677, 0.0496, 0.0642, 0.0700, 0.5697, -0.6507, -0.6561, 0.5655, 0.0703, 0.0714, 0.0718, 0.0692]
}